# 1
Entry from OMol25: a cluster of 2 separate species, C4H12 in total at a distorted geometry (ωB97M-V/def2-TZVPD).

```
16
Properties=species:S:1:pos:R:3:forces:R:3:mulliken_charge:R:1
C -1.450 -0.494 1.330 -0.88 -0.26 0.64 -1.058
C -0.661 -1.656 0.740 0.63 0.54 1.46 -0.605
H -0.787 0.229 1.813 0.06 0.29 -0.76 0.307
H -2.170 -0.081 0.631 0.33 0.57 -0.24 0.312
H -2.081 -0.737 2.185 -0.10 -0.75 0.03 0.375
H 0.071 -1.224 0.061 -0.02 -0.51 -0.30 0.092
H -1.206 -2.496 0.337 -0.41 0.15 -0.46 0.301
H -0.113 -2.068 1.592 0.33 -0.18 -0.22 0.258
C 1.774 1.094 -1.011 1.25 -0.97 0.89 -0.888
C 0.282 1.158 -1.217 -0.25 -0.48 0.65 -0.636
H 2.358 1.941 -0.659 -0.55 0.65 -0.14 0.346
H 2.016 0.349 -0.245 -0.17 -0.17 0.02 0.264
H 2.311 0.711 -1.884 -0.26 0.24 -0.21 0.272
H -0.023 2.090 -1.697 -0.30 -0.60 -0.55 0.305
H -0.357 1.003 -0.343 0.63 0.92 0.57 0.067
H 0.035 0.178 -1.633 -0.29 0.56 -1.40 0.289
```
Positions in Å, forces in eV/Å.

Computed properties:
- ΔE to the lowest compared entry with this formula, charge and spin: 15.44 kcal/mol
- HOMO energy: -11.1021 eV
- DFT total energy: -159.560374 Eh
- SMILES string: CC.CC
- LUMO energy: 1.167 eV
- 2S+1: 1
- Gap between HOMO and LUMO: 12.27 eV

***

# 2
Entry from OMol25: an isolated molecule of C22H20Br2N2O2 at a distorted geometry (ωB97M-V/def2-TZVPD).

```
48
Properties=species:S:1:pos:R:3:forces:R:3:mulliken_charge:R:1
C -0.528 2.513 -4.651 -0.05 -0.05 -0.09 -1.520
C 0.349 1.632 -3.820 0.14 -0.10 0.14 0.764
C 1.732 1.713 -3.910 0.00 -0.03 0.07 -0.589
C 2.535 0.886 -3.145 0.27 -0.16 0.13 -0.020
Br 4.424 0.988 -3.347 -0.23 0.02 -0.01 -0.166
C 1.999 -0.042 -2.252 -0.06 0.08 -0.11 0.620
O 2.776 -0.876 -1.504 -0.01 -0.04 -0.41 -0.521
C 3.377 -0.293 -0.339 0.02 0.16 0.30 -1.033
C 2.316 0.127 0.640 0.11 -0.08 0.01 0.781
C 1.687 1.359 0.499 0.08 -0.04 0.11 0.121
C 0.609 1.689 1.299 -0.14 -0.02 0.08 -1.074
C 0.134 0.785 2.242 0.24 0.04 -0.09 0.654
C -1.063 1.173 3.051 -0.01 0.11 0.05 -0.124
O -1.260 2.296 3.448 0.01 0.07 -0.05 -0.598
N -1.911 0.119 3.264 -0.12 -1.02 -0.23 0.384
N -3.051 0.257 3.982 -0.25 0.72 0.46 -1.119
C -3.834 -0.718 4.114 0.50 -0.04 -0.19 0.351
C -3.880 -2.164 3.674 0.29 -0.19 -0.20 -1.125
C -5.171 -2.332 4.506 -0.14 -0.27 0.02 0.052
C -6.454 -2.569 3.703 -0.07 -0.11 0.11 -1.009
C -6.982 -1.185 3.459 -0.11 -0.12 -0.07 -0.441
C -6.291 -0.247 4.085 0.07 -0.02 0.05 -0.623
C -5.137 -0.819 4.851 -0.15 0.40 0.33 0.040
C 0.792 -0.429 2.417 -0.06 0.06 0.02 -0.547
C 1.873 -0.753 1.620 0.08 0.14 -0.07 -0.850
C 0.607 -0.127 -2.202 0.06 -0.24 0.11 0.132
Br -0.179 -1.429 -1.075 -0.12 0.06 -0.16 -0.127
C -0.206 0.688 -2.965 0.13 0.00 0.02 -0.633
H 0.008 3.401 -4.974 -0.02 0.09 -0.04 0.375
H -1.411 2.813 -4.092 -0.07 0.08 -0.01 0.381
H -0.860 1.973 -5.539 -0.06 0.04 -0.08 0.307
H 2.192 2.418 -4.585 0.05 0.07 -0.05 0.404
H 4.007 0.560 -0.616 -0.06 -0.14 -0.03 0.358
H 4.003 -1.090 0.063 -0.02 0.13 0.00 0.403
H 2.038 2.062 -0.244 0.03 0.04 -0.07 0.446
H 0.113 2.641 1.194 -0.05 0.09 0.02 0.482
H -1.713 -0.773 2.812 -0.05 0.33 0.09 0.436
H -3.035 -2.771 4.003 0.05 -0.02 -0.02 0.387
H -4.015 -2.302 2.600 -0.01 -0.05 -0.08 0.369
H -5.062 -3.016 5.344 0.04 0.04 -0.01 0.483
H -6.257 -3.096 2.766 -0.01 -0.09 0.00 0.358
H -7.181 -3.162 4.265 -0.01 -0.07 -0.06 0.335
H -7.850 -1.024 2.843 -0.15 0.16 -0.12 0.430
H -6.474 0.813 4.064 -0.12 0.21 -0.07 0.458
H -5.117 -0.499 5.893 0.05 -0.05 0.06 0.420
H 0.471 -1.120 3.183 -0.05 -0.06 0.09 0.583
H 2.367 -1.705 1.742 0.06 -0.12 0.02 0.363
H -1.278 0.587 -2.891 -0.10 -0.01 0.03 0.443
```
Positions in Å, forces in eV/Å.

Computed properties:
- ΔE to the lowest compared entry with this formula, charge and spin: 0.00 kcal/mol
- HOMO energy: -8.9655 eV
- DFT total energy: -6258.301859 Eh
- SMILES string: Cc1cc(Br)c(OCc2ccc(C(=O)N/N=C3\C[C@@H]4CC=C[C@H]34)cc2)c(Br)c1
- LUMO energy: 0.378 eV
- 2S+1: 1
- Gap between HOMO and LUMO: 9.34 eV

***

# 3
Entry from OMol25: a structure of composition C20H23AsCrIN5S4 (ωB97M-V/def2-TZVPD).

```
55
Properties=species:S:1:pos:R:3:forces:R:3:lowdin_spin:R:1
Cr 0.505 1.022 -1.380 0.31 -0.33 0.25 3.041
S 3.560 1.265 -1.579 -0.09 -0.15 0.08 -0.013
As 2.353 2.868 -2.385 -0.23 0.17 -0.18 0.016
S 0.901 1.728 -3.607 0.10 0.11 -0.04 -0.032
S 0.897 3.274 -0.764 0.01 0.13 -0.02 -0.026
S 3.296 4.505 -3.247 0.08 0.03 -0.01 0.016
C -4.005 -2.467 -0.397 0.08 -0.02 0.03 -0.004
C -2.634 -2.438 -0.052 -0.08 -0.01 -0.01 0.005
C -1.849 -1.389 -0.437 0.00 0.03 -0.03 -0.004
C -2.361 -0.291 -1.187 0.06 -0.03 0.01 -0.005
C -1.535 0.809 -1.605 -0.10 0.07 -0.04 -0.076
C -2.164 1.841 -2.268 -0.11 -0.03 0.00 0.018
C -3.548 1.828 -2.560 0.07 0.03 0.01 -0.003
C -4.324 0.768 -2.198 -0.03 -0.05 0.01 0.021
C -3.748 -0.319 -1.499 0.00 -0.01 0.01 -0.004
C -4.541 -1.428 -1.098 0.00 0.04 -0.02 0.003
H -4.623 -3.306 -0.100 0.00 0.00 0.00 0.000
H -2.205 -3.250 0.522 -0.01 -0.01 -0.01 0.000
H -0.809 -1.370 -0.144 -0.03 0.00 -0.01 0.000
H -1.578 2.690 -2.597 0.01 0.01 0.00 0.002
H -3.986 2.667 -3.090 0.01 0.00 0.00 -0.001
H -5.383 0.738 -2.433 0.00 0.01 0.00 0.001
H -5.594 -1.430 -1.362 0.01 0.01 0.00 0.000
I 0.086 -4.500 -4.197 0.01 0.04 0.04 0.000
C 0.614 -3.005 -2.882 -0.03 -0.05 0.08 0.002
C 1.322 -3.147 -1.705 -0.02 -0.03 -0.18 0.006
N 1.421 -1.922 -1.174 0.09 -0.09 0.09 0.002
N 0.819 -1.004 -1.931 -0.07 0.04 -0.09 0.000
C 0.319 -1.639 -2.976 0.05 -0.07 -0.06 0.009
H 1.754 -4.015 -1.238 0.02 0.02 0.00 0.000
H 1.931 -1.602 -0.346 -0.11 0.04 0.05 0.000
H -0.213 -1.097 -3.741 -0.01 0.01 0.03 0.001
C 3.829 0.427 2.847 0.03 0.02 0.00 0.000
C 3.724 -0.539 1.687 -0.07 0.06 -0.03 0.000
N 2.513 -0.271 0.917 0.08 -0.06 0.09 0.004
C 1.387 0.256 1.526 0.02 -0.02 0.06 0.005
N 0.400 0.590 0.753 -0.11 0.10 -0.10 -0.001
C -0.782 1.238 1.334 0.04 -0.03 0.11 0.004
C -0.524 1.825 2.706 0.05 0.02 -0.02 0.001
C 0.151 0.766 3.551 0.01 -0.01 -0.02 0.000
N 1.379 0.349 2.889 0.00 -0.07 -0.04 0.004
C 2.589 0.258 3.697 -0.03 0.03 -0.03 0.000
H 3.886 1.446 2.456 0.01 0.00 0.02 0.000
H 4.719 0.234 3.449 0.00 0.00 -0.01 0.000
H 3.717 -1.568 2.060 0.00 -0.02 -0.01 0.000
H 4.559 -0.431 0.996 0.02 -0.02 0.00 0.000
H 2.735 0.286 0.064 0.02 0.08 -0.02 0.001
H -1.593 0.505 1.385 0.00 0.01 0.00 0.000
H -1.106 2.020 0.651 0.00 0.00 -0.02 0.001
H -1.463 2.149 3.158 0.00 0.00 0.01 0.000
H 0.138 2.692 2.618 -0.02 0.01 0.00 0.000
H -0.519 -0.090 3.691 0.01 -0.02 0.01 0.000
H 0.419 1.140 4.539 0.00 0.01 0.01 0.000
H 2.628 -0.706 4.221 -0.02 -0.01 0.01 0.000
H 2.537 1.039 4.459 0.00 0.01 0.01 0.000
```
Positions in Å, forces in eV/Å.

Computed properties:
- ΔE to the lowest compared entry with this formula, charge and spin: 4.36 kcal/mol
- HOMO energy (spin up / spin down): -4.3033 / -4.3106 eV
- DFT total energy: -6220.593101 Eh
- Net charge: -1
- LUMO energy (spin up / spin down): 2.023 / 2.023 eV
- 2S+1: 4
- Gap between HOMO and LUMO (spin up / spin down): 6.33 / 6.33 eV
- <S²>: 3.832

***

# 4
Entry from OMol25: the ion C9H15ClNO with charge +1 at a distorted geometry (ωB97M-V/def2-TZVPD).

```
27
Properties=species:S:1:pos:R:3:forces:R:3:mulliken_charge:R:1
C 2.942 -0.952 -0.102 2.42 -1.58 -0.08 -1.286
C 1.743 -1.029 -1.007 -1.85 2.75 2.05 0.923
Cl 1.269 -2.553 -1.681 0.38 -0.09 -0.35 -0.137
C 1.153 0.270 -1.610 2.55 0.99 1.74 -0.658
C 0.432 -0.264 -0.445 -0.41 -1.85 -1.71 -0.665
N 0.029 0.239 0.826 0.46 0.55 1.12 0.067
C -0.226 1.655 1.156 1.22 1.56 -5.28 -0.713
C -1.355 2.260 0.184 0.38 0.56 1.54 -0.365
O -2.394 1.341 0.274 -1.71 0.84 1.34 -0.368
C -2.283 0.179 -0.435 0.34 -2.03 0.93 -0.807
C -0.981 -0.598 0.034 0.47 0.39 -1.47 1.122
C -1.246 -1.909 0.743 -0.25 0.97 -0.36 -1.460
H 2.827 -1.772 0.649 0.33 0.81 -0.27 0.311
H 3.165 0.010 0.364 -0.92 0.10 0.15 0.375
H 4.006 -1.114 -0.570 -2.23 -0.19 0.16 0.327
H 0.848 0.061 -2.572 -1.39 0.20 -1.95 0.322
H 1.769 1.239 -1.480 -1.00 -1.78 -0.25 0.244
H 0.465 -0.291 1.592 -0.34 0.25 -0.10 0.447
H 0.672 2.303 1.096 -0.09 -0.81 -0.08 0.322
H -0.571 1.708 2.095 -1.51 -0.01 3.34 0.503
H -1.697 3.105 0.812 0.06 -0.15 -0.60 0.326
H -1.205 2.709 -0.859 0.55 -1.20 1.23 0.284
H -2.406 0.476 -1.440 0.73 -0.49 -1.78 0.369
H -3.143 -0.552 -0.224 1.06 1.40 0.07 0.336
H -1.926 -1.603 1.617 1.07 -1.24 -1.04 0.409
H -0.235 -2.248 0.941 -0.09 -0.60 1.01 0.393
H -1.652 -2.669 0.041 -0.22 0.64 0.63 0.379
```
Positions in Å, forces in eV/Å.

Computed properties:
- ΔE to the lowest compared entry with this formula, charge and spin: 56.62 kcal/mol
- HOMO energy: -13.5189 eV
- DFT total energy: -941.734271 Eh
- Net charge: +1
- SMILES string: C[C@]1(Cl)C[C@]12[N@H+]1CCOC[C@]12C
- LUMO energy: -2.741 eV
- 2S+1: 1
- Gap between HOMO and LUMO: 10.78 eV

***

Question: What is the ΔE to the lowest compared entry with this formula, charge and spin in the first record?
Answer: 15.44 kcal/mol